Computed, not measured: C2H4AuLiO2 as an isolated structure, with ωB97M-V/def2-TZVPD.

Geometry as ORCA input:
```
! wB97M-V def2-TZVPD RIJCOSX def2/J DEFGRID3
* xyz 1 4
O -0.84 2.82 -0.49
C 0.22 -1.38 -0.85
C 0.17 -1.21 0.48
O 0.51 -0.08 1.11
H -1.29 3.21 -1.25
H 0.63 -0.61 -1.52
H -0.11 -2.32 -1.29
H -0.19 -2.03 1.11
Au 0.89 0.20 2.72
Li 0.02 1.39 -0.02
*
```

max |F| = 14.4 eV Å⁻¹
orbital gap (alpha / beta) = 0.2595 / 0.2039 hartree
total energy = -10116.6903 eV
highest occupied orbital energy (alpha / beta) = -10.94 / -14.26 eV
energy above the lowest of the compared OMol25 structures with the same formula, charge and spin = 0.5393 eV

Here are the Mulliken charges for atoms 1 to 2, given in e: -0.352, -0.859

---

Computed, not measured: one molecule with the formula C4H5ClN2O, with ωB97M-V/def2-TZVPD.

Geometry as ORCA input:
```
! wB97M-V def2-TZVPD RIJCOSX def2/J DEFGRID3
* xyz 0 1
C 0.79 0.79 0.60
C -0.26 0.18 -0.34
C -0.43 -1.29 -0.37
C -1.43 -1.83 -1.05
H 0.19 2.50 -0.23
H 1.30 2.71 1.19
H 2.13 0.53 1.87
H 0.23 -1.92 0.24
H -2.11 -1.18 -1.58
N 0.81 2.15 0.52
N 1.42 -0.03 1.36
O -0.96 0.94 -0.98
Cl -1.66 -3.56 -1.23
*
```

max |F| = 1.5 eV Å⁻¹
orbital gap = 0.3417 hartree
total energy = -21778.5281 eV
SMILES string = [H]/N=C(\N)C(=O)/C=C/Cl
highest occupied orbital energy = -9.70 eV
energy above the lowest of the compared OMol25 structures with the same formula, charge and spin = 0.9091 eV

Here are the Mulliken charges for atoms 1 to 2, given in e: 0.073, 0.978

---

Computed, not measured: C19H19N5O3RhS9 as an isolated structure, with ωB97M-V/def2-TZVPD.

Geometry as ORCA input:
```
! wB97M-V def2-TZVPD RIJCOSX def2/J DEFGRID3
* xyz -1 1
Rh -0.50 -0.39 0.20
S -2.31 -1.15 1.44
S -3.82 -1.21 0.07
S -3.42 0.47 -1.27
S -1.78 1.36 -0.46
S 5.09 3.29 1.25
C 3.55 2.85 1.68
S 2.94 1.25 1.47
C 1.35 1.74 1.98
N 1.30 2.98 2.33
N 2.53 3.60 2.18
C 2.56 4.97 2.55
C 3.70 5.56 3.08
C 3.67 6.89 3.46
C 2.51 7.64 3.31
C 1.37 7.05 2.79
C 1.39 5.72 2.41
S 0.03 0.63 2.20
H 4.60 4.97 3.20
H 4.56 7.34 3.87
H 2.50 8.68 3.61
H 0.46 7.62 2.67
H 0.50 5.24 2.01
N -6.64 -3.54 -3.32
C -5.30 -3.46 -2.96
C -4.52 -2.39 -3.40
C -3.18 -2.32 -3.08
C -2.61 -3.32 -2.31
C -3.37 -4.39 -1.87
C -4.71 -4.46 -2.19
S -0.90 -3.28 -1.94
O -0.70 -4.06 -0.73
O -0.17 -3.73 -3.11
N -0.61 -1.73 -1.67
C 0.59 -1.22 -2.05
S 1.71 -1.70 -3.29
C 2.72 -0.36 -2.87
C 2.19 0.33 -1.85
N 1.00 -0.16 -1.37
H -7.08 -2.66 -3.54
H -7.21 -4.11 -2.71
H -4.98 -1.59 -3.98
H -2.58 -1.47 -3.39
H -2.91 -5.15 -1.24
H -5.31 -5.29 -1.84
H 3.63 -0.16 -3.40
H 2.61 1.22 -1.40
C 2.10 -3.88 1.74
C 1.80 -2.41 1.56
O 0.54 -2.23 0.92
H 3.06 -4.00 2.25
H 2.15 -4.39 0.78
H 1.33 -4.35 2.35
H 2.58 -1.92 0.96
H 1.75 -1.89 2.52
H 0.24 -3.02 0.44
*
```

max |F| = 1.5 eV Å⁻¹
orbital gap = 0.2410 hartree
total energy = -134133.9580 eV
highest occupied orbital energy = -4.18 eV

Here are the Mulliken charges for atoms 1 to 2, given in e: 0.262, -0.217

---

Computed, not measured: a 2-piece molecular cluster, C4H10O2 overall, with ωB97M-V/def2-TZVPD.

Geometry as ORCA input:
```
! wB97M-V def2-TZVPD RIJCOSX def2/J DEFGRID3
* xyz 0 1
C -1.40 -1.22 -0.30
O -1.89 -2.14 0.67
C -1.66 0.14 0.14
H -0.28 -1.27 -0.55
H -1.89 -1.31 -1.31
H -2.36 -2.79 0.21
H -1.65 0.91 -0.64
H -2.64 0.21 0.67
H -0.87 0.42 0.87
O 1.34 1.00 1.67
C 1.95 1.48 0.71
C 2.22 0.65 -0.46
H 2.34 2.55 0.74
H 2.04 1.36 -1.33
H 1.48 -0.22 -0.52
H 3.27 0.24 -0.57
*
```

max |F| = 3.1 eV Å⁻¹
orbital gap = 0.4042 hartree
total energy = -8403.6997 eV
SMILES string = CC=O.CCO
highest occupied orbital energy = -10.04 eV
energy above the lowest of the compared OMol25 structures with the same formula, charge and spin = 1.8474 eV

Here are the Mulliken charges for atoms 1 to 2, given in e: 0.074, -0.506

---

Computed, not measured: C21H30F8IInO8PSi as an isolated structure, with ωB97M-V/def2-TZVPD.

Geometry as ORCA input:
```
! wB97M-V def2-TZVPD RIJCOSX def2/J DEFGRID3
* xyz -1 1
C 0.34 0.87 3.99
Si -1.34 0.70 3.18
C -2.49 -0.20 4.37
C -2.09 2.38 2.77
C -1.40 3.56 3.45
C -1.67 4.90 2.79
F -1.56 5.88 3.78
F -3.01 4.96 2.41
In -0.33 5.27 1.04
C -0.70 7.36 0.25
C -2.02 7.38 -0.37
O -2.40 6.94 -1.42
I -3.55 8.38 0.88
P 2.06 4.98 1.89
O 2.51 3.56 1.87
O 3.14 5.97 1.19
O 2.18 5.58 3.40
C -1.18 -0.28 1.59
C -2.34 -0.61 0.87
C -2.27 -1.29 -0.34
C -1.04 -1.65 -0.87
C 0.12 -1.34 -0.17
C 0.04 -0.66 1.04
H 0.71 -0.09 4.34
H 0.26 1.54 4.85
H 1.08 1.30 3.31
H -2.71 0.48 5.20
H -3.43 -0.48 3.90
H -2.03 -1.10 4.78
H -3.15 2.36 3.02
H -2.04 2.50 1.68
H -1.69 3.64 4.50
H -0.32 3.39 3.41
H -0.58 4.12 -0.24
H -0.65 8.03 1.09
H 0.03 7.62 -0.52
H 2.67 6.57 0.60
H 1.90 4.87 3.99
H -3.31 -0.33 1.26
H -3.18 -1.52 -0.88
H -0.99 -2.17 -1.81
H 1.09 -1.61 -0.57
H 0.96 -0.41 1.57
C 7.37 -3.72 -1.22
C 6.28 -2.87 -1.83
O 5.03 -3.59 -1.88
C 4.32 -3.60 -0.76
O 4.61 -3.10 0.28
C 2.98 -4.34 -0.99
F 3.17 -5.49 -1.65
F 2.18 -3.56 -1.72
F 2.40 -4.60 0.17
H 7.48 -4.65 -1.77
H 8.32 -3.18 -1.27
H 7.15 -3.95 -0.18
H 6.49 -2.63 -2.87
H 6.13 -1.95 -1.28
C -0.76 -4.34 -4.88
C -1.96 -3.69 -5.53
O -3.18 -4.40 -5.21
C -3.71 -4.12 -4.03
O -3.30 -3.35 -3.22
C -5.02 -4.92 -3.85
F -4.87 -6.19 -4.23
F -5.98 -4.37 -4.60
F -5.40 -4.89 -2.58
H -0.69 -5.39 -5.17
H 0.15 -3.83 -5.19
H -0.82 -4.29 -3.79
H -1.90 -3.72 -6.61
H -2.07 -2.65 -5.22
*
```

max |F| = 0.7 eV Å⁻¹
orbital gap = 0.2827 hartree
total energy = -90830.1269 eV
highest occupied orbital energy = -5.79 eV
energy above the lowest of the compared OMol25 structures with the same formula, charge and spin = 0.0000 eV

Here are the Mulliken charges for atoms 1 to 2, given in e: -1.167, 0.075

---

Computed, not measured: one molecule with the formula C5H10O2, with ωB97M-V/def2-TZVPD.

Geometry as ORCA input:
```
! wB97M-V def2-TZVPD RIJCOSX def2/J DEFGRID3
* xyz 0 1
C -2.16 0.59 0.94
O -0.85 0.92 1.35
C 0.14 0.03 0.92
C 0.57 0.27 -0.57
C 2.06 0.50 -0.89
C 0.06 -0.96 -1.28
O 0.74 -1.90 -1.58
H -2.23 0.47 -0.15
H -2.82 1.41 1.23
H -2.51 -0.34 1.41
H -0.22 -1.01 1.03
H 0.99 0.14 1.60
H 0.00 1.15 -0.89
H 2.28 0.06 -1.87
H 2.31 1.57 -0.94
H 2.75 0.02 -0.18
H -1.05 -0.98 -1.41
*
```

max |F| = 0.5 eV Å⁻¹
orbital gap = 0.3941 hartree
total energy = -9440.9319 eV
SMILES string = COC[C@@H](C)C=O
highest occupied orbital energy = -9.80 eV
energy above the lowest of the compared OMol25 structures with the same formula, charge and spin = 2.1111 eV

Here are the Mulliken charges for atoms 1 to 2, given in e: -0.644, -0.368